(1)
One molecule with the formula CH2ClFN2O at a distorted geometry, computed with ωB97M-V/def2-TZVPD.

Element x y z (Å)
N1 -1.1503 0.0041 -0.1279
C1 -0.0271 0.5925 0.1950
O1 0.1945 1.7786 0.1984
N2 0.9321 -0.3297 0.5473
F1 0.5455 -1.6072 0.1151
Cl1 2.5613 0.0434 -0.0204
H1 -0.9945 -0.9188 -0.6010
H2 -2.0615 0.4372 -0.3065

Results
* energy above the lowest of the compared OMol25 structures with the same formula, charge and spin: 17.7 kJ/mol
* HOMO: -10.48 eV
* orbital gap: 0.38026 Ha

(2)
One molecule with the formula CH2ClFP2 at a distorted geometry, computed with ωB97M-V/def2-TZVPD.

Element x y z (Å)
F1 -2.7026 0.6563 -0.3295
P1 -1.9755 -0.6740 0.4313
P2 -0.1805 0.2913 0.4885
C1 1.2191 -0.4863 -0.2692
Cl1 2.8679 0.0581 0.0207
H1 -0.4356 1.6431 0.0498
H2 1.2071 -1.4885 -0.3916

Results
* energy above the lowest of the compared OMol25 structures with the same formula, charge and spin: 235.9 kJ/mol
* HOMO (alpha / beta): -8.19 / -8.22 eV
* orbital gap (alpha / beta): 0.26336 / 0.24885 Ha